1.
# C66H51N5O4OsP

A molecular structure, C66H51N5O4OsP (ωB97M-V/def2-TZVPD, OMol25).

Output
- Spin multiplicity: 5
- Charge: +1
- LUMO energy (alpha / beta): -3.2 / -4.5 eV
- Orbital gap (alpha / beta): 4.98 / 5.20 eV
- ⟨S²⟩: 6.1295

```
128
C66H51N5O4OsP ωB97M-V/def2-TZVPD
C 1.35 1.82 4.05
C -0.74 -0.74 2.94
C 3.52 -0.10 -3.75
H 0.39 -1.33 4.68
N 0.06 -1.77 -1.66
H 5.58 -2.57 2.15
N -1.95 0.20 -1.17
H -0.31 4.85 2.32
C 3.25 -0.18 1.62
C -2.18 -2.22 -0.76
C -6.80 6.86 0.95
N 1.94 0.26 -2.15
O -5.61 -6.01 1.61
C 3.90 -4.89 -4.70
C 0.72 4.44 -1.33
C -4.26 -3.66 -0.76
H 5.02 1.64 -1.17
O 5.93 3.11 2.93
C 4.48 -0.82 1.60
C 2.65 -2.91 -4.10
C 3.06 3.67 0.72
H -3.47 3.35 1.15
C 3.88 3.79 1.82
C -2.94 -1.76 4.28
H -5.17 -5.80 3.63
C -5.08 -4.59 -0.16
H 4.40 1.91 -3.57
C -4.85 4.88 0.58
C -4.94 5.36 -1.79
C 0.64 -3.92 -2.14
C -0.91 -2.62 -1.16
H 1.83 0.98 4.53
H 2.12 4.20 0.71
C 2.35 -2.72 -5.44
H -6.00 -4.91 -0.62
C 5.09 3.11 1.87
C -3.11 -1.18 3.04
H 1.19 -4.75 -2.56
H -7.54 7.64 0.83
H 5.33 -0.32 1.15
H -5.38 5.93 -2.60
H 4.52 -5.73 -4.44
C 3.45 -4.00 -3.75
H -7.27 5.98 1.41
C 2.79 -3.61 -6.41
C 3.57 -5.58 -8.25
C -2.01 -0.66 2.37
P 0.59 0.06 2.02
C 5.42 3.61 4.16
C 4.62 -2.08 2.16
C -5.38 5.61 -0.48
C 2.04 -2.02 -3.08
H -2.13 -0.18 1.40
H 5.31 4.69 4.13
C -4.11 0.85 -0.88
H -5.99 7.22 1.59
H 3.56 4.42 2.64
C 0.99 -2.54 -2.29
H 1.44 -2.60 3.17
C -4.72 -5.13 1.08
H 3.95 -4.67 -8.74
C 2.70 1.37 -2.28
H -4.97 1.48 -0.83
O -6.34 6.56 -0.36
C -0.65 4.45 -1.30
H -0.27 2.66 1.19
H -5.17 5.06 1.59
C -3.44 3.67 -0.97
H 4.12 -0.61 -4.49
C -1.09 3.10 -1.37
C 1.33 3.05 4.68
H 0.70 5.10 4.57
C -0.50 -3.97 -1.41
C -4.05 -0.51 -0.72
H -6.16 -7.19 3.14
C -3.06 -3.26 -0.16
C 2.15 -0.81 2.21
H 4.47 3.14 4.40
H -4.09 -1.12 2.58
H -1.76 -3.56 1.51
H 6.16 3.35 4.91
H 2.48 -5.60 -8.32
H -1.56 -2.25 5.85
C 0.16 4.01 2.81
C -0.58 -1.30 4.20
H 1.39 5.28 -1.32
C -5.31 -6.57 2.87
H -3.21 -5.19 2.62
H -1.06 -4.85 -1.12
C -2.38 2.64 -1.20
C 4.68 2.23 -0.33
C -3.98 4.40 -2.02
Os 0.10 0.23 -1.29
C 3.55 -4.71 -6.04
C 1.12 3.08 -1.40
C 2.46 2.52 -1.39
N 0.04 2.29 -1.46
C 2.44 -0.69 -3.04
C -3.88 3.92 0.32
H -1.30 5.31 -1.25
H 3.73 -4.15 -2.71
C 0.77 1.68 2.79
H -3.64 4.22 -3.03
H 1.75 -1.86 -5.73
C 3.53 -2.71 2.73
C 3.40 2.84 -0.37
H 2.52 -3.43 -7.45
C 3.67 1.19 -3.27
H 3.63 -3.70 3.15
C -3.52 -4.77 1.67
C 2.29 -2.08 2.75
C -2.70 -3.84 1.05
O 4.00 -5.65 -6.90
C 0.73 4.14 4.06
C -2.79 1.30 -1.13
C 0.17 2.77 2.17
H -4.41 -7.19 2.82
H -4.53 -3.26 -1.73
H 3.99 -6.45 -8.75
C -1.69 -1.82 4.87
C 5.51 2.37 0.75
H 6.48 1.90 0.78
N 0.21 0.22 0.52
C -2.70 -0.90 -0.90
H -4.87 -1.17 -0.50
H 3.14 0.80 1.17
H -3.80 -2.18 4.80
H 1.78 3.16 5.66
```

2.
# C36H42F3KN6O2SSbSe4

A molecular structure, C36H42F3KN6O2SSbSe4 in a non-equilibrium geometry (ωB97M-V/def2-TZVPD, OMol25).

Output
- Spin multiplicity: 1
- Charge: -1
- LUMO energy: 1.4 eV
- Orbital gap: 6.52 eV

```
96
C36H42F3KN6O2SSbSe4 ωB97M-V/def2-TZVPD
H -3.24 1.40 -2.88
H -2.18 -4.36 2.84
H 4.80 1.62 -0.67
C 3.66 -0.79 0.41
H -1.36 -2.85 5.44
H -1.23 5.09 1.89
Sb -5.43 -2.18 2.53
F -0.77 -3.91 -5.73
N -4.32 4.70 4.36
C -1.41 3.20 0.86
H 2.36 -0.35 -3.02
N 2.76 -0.43 -0.62
H -0.85 0.77 3.71
C -1.37 2.37 -3.23
H 1.81 -2.97 2.27
Se -4.58 -1.81 0.15
Se -6.95 -1.66 0.57
H -1.47 4.64 -5.77
H 6.39 0.87 -0.80
H 5.03 0.27 -1.77
H -2.85 2.91 -4.66
C 4.97 -0.30 0.31
H -0.76 -3.62 2.06
C 2.12 3.88 -2.88
F 0.44 -2.13 -5.55
H 0.63 1.21 1.06
H 1.22 -1.36 1.85
H 6.93 -0.33 1.16
H -0.64 3.40 0.12
C -1.08 4.08 -4.93
C -1.36 -0.10 4.12
H 0.61 -0.53 -3.20
N -1.83 -2.39 3.42
F 1.35 -3.99 -6.14
C -2.96 1.71 1.65
S -1.46 -2.30 -3.03
H 1.57 -4.64 -0.27
H 2.11 4.04 -1.80
H 0.83 5.08 -4.94
C 1.89 -2.17 1.53
H -2.87 -1.93 5.19
C -0.06 -3.28 -2.78
C 0.41 -3.45 -5.31
Se -5.18 -0.36 4.07
H 2.54 4.76 -3.36
N 0.32 -3.58 -1.51
C 1.33 -4.43 -1.31
H -4.95 3.97 4.11
C 1.75 -4.67 -3.62
C -0.07 2.64 -2.79
Se -5.36 -4.45 3.29
C 2.07 -5.02 -2.31
C -1.79 -3.45 2.41
C 1.42 0.20 -3.04
H 2.32 -5.08 -4.44
H -2.39 0.18 4.38
H 2.88 -5.70 -2.08
C 5.91 -0.71 1.24
C 1.67 1.31 0.76
C 5.58 -1.61 2.24
C 4.28 -2.09 2.32
H 1.39 0.89 -3.89
H -1.85 0.32 -2.88
H 2.33 0.97 1.56
H -0.86 -0.44 5.02
C 0.71 -3.80 -3.87
C 1.92 0.52 -0.50
O -2.33 5.74 4.09
C -1.73 4.13 1.83
N 0.47 1.99 -1.64
K -0.98 -1.39 -0.33
C 5.32 0.67 -0.79
H -4.13 2.26 3.32
N -2.00 2.00 0.76
H -4.57 5.35 5.09
H 1.51 -2.53 0.58
C -2.74 3.82 2.74
H -2.41 -3.20 1.55
H -2.15 1.39 -1.49
O -1.05 -0.94 1.90
C 1.18 0.94 -1.76
C 0.73 3.61 -3.39
H 4.01 -2.79 3.10
H -3.44 0.74 1.55
C -1.85 3.11 -4.31
C 0.21 4.33 -4.47
C 3.30 -1.68 1.42
C -3.09 4.84 3.79
H 6.33 -1.94 2.95
C -2.20 1.31 -2.58
C -1.40 -1.17 3.06
H 2.78 3.03 -3.07
C -3.36 2.59 2.64
H -2.82 -3.63 4.77
C -2.23 -2.71 4.79
H 1.84 2.37 0.57
```

Q: Which value of charge does entry 2 give?
A: -1